1.
Here is C2H6N4OS in the gas phase at a distorted geometry from the OMol25 dataset. Energies are from ωB97M-V/def2-TZVPD.

- relative energy (zero: lowest compared OMol25 entry of this formula, charge and spin) (kcal/mol) = 84.4
- LUMO (Ha) = 0.0242
- HOMO-LUMO gap (Ha) = 0.35049

```
! wB97M-V def2-TZVPD RIJCOSX def2/J DEFGRID3
* xyz 0 1
C 1.178 -0.617 0.054
C -2.084 -0.622 -0.453
H 2.679 1.193 -1.100
H 3.007 1.362 0.506
H 0.293 1.237 0.195
H -1.376 -0.448 1.441
H -1.774 -1.084 -1.395
H -3.542 0.147 0.526
N 2.290 1.530 -0.200
N 1.172 0.735 0.120
N -1.050 -0.350 0.485
N -3.302 -0.259 -0.386
O 0.003 -1.237 0.387
S 2.505 -1.585 -0.180
*
```

2.
Here is C4H4F3N3O2 in the gas phase at a distorted geometry from the OMol25 dataset. Energies are from ωB97M-V/def2-TZVPD.

- relative energy (zero: lowest compared OMol25 entry of this formula, charge and spin) (kcal/mol) = 0.0
- LUMO (Ha) = 0.0223
- HOMO-LUMO gap (Ha) = 0.41062

```
! wB97M-V def2-TZVPD RIJCOSX def2/J DEFGRID3
* xyz 0 1
C -0.471 -0.188 1.264
C -1.580 1.220 -0.242
C 0.156 -0.437 -0.185
C 1.709 0.214 -0.224
N -1.424 0.751 1.100
N -0.679 0.532 -1.004
N 0.171 -1.740 -0.745
O -0.181 -0.780 2.263
O -2.368 2.087 -0.497
F 2.418 -0.627 0.497
F 2.189 0.222 -1.494
F 1.672 1.409 0.321
H -2.179 0.852 1.743
H -0.244 0.952 -1.837
H 1.142 -2.037 -0.780
H -0.331 -2.429 -0.180
*
```

3.
Here is a molecular structure, C16H23CaN2O7 at a distorted geometry from the OMol25 dataset. Energies are from ωB97M-V/def2-TZVPD.

- LUMO (Ha) = -0.2062
- HOMO-LUMO gap (Ha) = 0.14423

```
! wB97M-V def2-TZVPD RIJCOSX def2/J DEFGRID3
* xyz 1 1
Ca 2.516 0.191 2.447
O 1.021 -1.043 1.298
H 0.048 -1.007 1.378
C 3.408 4.669 -2.525
C 3.111 4.476 -1.016
C 1.749 4.849 -0.556
O 1.267 3.760 0.133
C 2.140 2.777 0.128
O 1.988 1.735 0.728
O 3.208 3.120 -0.589
H 2.638 4.335 -3.221
H 4.313 4.115 -2.774
H 3.639 5.710 -2.753
H 3.780 5.044 -0.370
H 1.192 5.257 -1.399
H 1.858 5.610 0.216
C -2.578 -1.384 1.735
C -3.233 -1.905 2.998
C -2.452 -1.925 4.258
O -3.263 -1.343 5.242
C -4.294 -0.708 4.608
O -5.046 0.164 5.140
O -4.388 -1.115 3.293
H -3.360 -1.313 0.978
H -1.770 -2.076 1.500
H -2.064 -0.432 1.871
H -3.527 -2.936 2.798
H -1.496 -1.423 4.114
H -2.302 -2.995 4.405
N -0.032 0.570 -1.010
C 0.762 0.358 -2.060
C -0.016 0.424 -3.171
C -1.348 0.766 -2.810
C -1.310 0.961 -1.497
H 0.195 0.459 -0.032
H 1.749 -0.073 -1.978
H 0.275 0.006 -4.124
H -2.246 0.966 -3.376
H -2.148 1.249 -0.880
N 0.622 -3.098 -0.653
C -0.414 -3.424 -1.432
C -0.115 -4.671 -1.974
C 1.251 -5.012 -1.704
C 1.679 -3.882 -0.913
H 0.632 -2.234 -0.129
H -1.287 -2.790 -1.496
H -0.790 -5.288 -2.547
H 1.855 -5.888 -1.887
H 2.586 -3.606 -0.396
*
```

4.
Here is C3H6N2O in the gas phase at a distorted geometry from the OMol25 dataset. Energies are from ωB97M-V/def2-TZVPD.

- relative energy (zero: lowest compared OMol25 entry of this formula, charge and spin) (kcal/mol) = 92.2
- LUMO (Ha) = 0.0322
- HOMO-LUMO gap (Ha) = 0.38200

```
! wB97M-V def2-TZVPD RIJCOSX def2/J DEFGRID3
* xyz 0 1
C 0.600 0.037 0.661
C 1.337 -0.160 -0.779
C -0.633 -0.493 -0.134
H -0.772 1.269 1.746
H 0.902 1.451 1.901
H 0.927 -0.942 1.288
H 2.166 -0.996 -0.539
H 1.597 0.730 -1.391
H -0.282 -0.571 -2.161
N 0.244 1.426 1.147
N 0.105 -0.831 -1.097
O -1.850 -0.176 0.039
*
```

Repeat the third record exactly.
Here is a molecular structure, C16H23CaN2O7 at a distorted geometry from the OMol25 dataset. Energies are from ωB97M-V/def2-TZVPD.

- LUMO (Ha) = -0.2062
- HOMO-LUMO gap (Ha) = 0.14423

```
! wB97M-V def2-TZVPD RIJCOSX def2/J DEFGRID3
* xyz 1 1
Ca 2.516 0.191 2.447
O 1.021 -1.043 1.298
H 0.048 -1.007 1.378
C 3.408 4.669 -2.525
C 3.111 4.476 -1.016
C 1.749 4.849 -0.556
O 1.267 3.760 0.133
C 2.140 2.777 0.128
O 1.988 1.735 0.728
O 3.208 3.120 -0.589
H 2.638 4.335 -3.221
H 4.313 4.115 -2.774
H 3.639 5.710 -2.753
H 3.780 5.044 -0.370
H 1.192 5.257 -1.399
H 1.858 5.610 0.216
C -2.578 -1.384 1.735
C -3.233 -1.905 2.998
C -2.452 -1.925 4.258
O -3.263 -1.343 5.242
C -4.294 -0.708 4.608
O -5.046 0.164 5.140
O -4.388 -1.115 3.293
H -3.360 -1.313 0.978
H -1.770 -2.076 1.500
H -2.064 -0.432 1.871
H -3.527 -2.936 2.798
H -1.496 -1.423 4.114
H -2.302 -2.995 4.405
N -0.032 0.570 -1.010
C 0.762 0.358 -2.060
C -0.016 0.424 -3.171
C -1.348 0.766 -2.810
C -1.310 0.961 -1.497
H 0.195 0.459 -0.032
H 1.749 -0.073 -1.978
H 0.275 0.006 -4.124
H -2.246 0.966 -3.376
H -2.148 1.249 -0.880
N 0.622 -3.098 -0.653
C -0.414 -3.424 -1.432
C -0.115 -4.671 -1.974
C 1.251 -5.012 -1.704
C 1.679 -3.882 -0.913
H 0.632 -2.234 -0.129
H -1.287 -2.790 -1.496
H -0.790 -5.288 -2.547
H 1.855 -5.888 -1.887
H 2.586 -3.606 -0.396
*
```

Among the records above, which one has the lowest HOMO-LUMO gap?
C16H23CaN2O7

The highest HOMO-LUMO gap belongs to which entry?
C4H4F3N3O2